1.
Entry from the Open Molecules 2025 dataset: a molecular structure, C32H23N2O8PdSi (ωB97M-V with the def2-TZVPD basis set).

Structure (XYZ):
```
67
Properties=species:S:1:pos:R:3:forces:R:3:mulliken_charge:R:1
Pd 0.04272 -0.59510 0.04086 -1.0 0.6 -0.2 0.759
C 0.64818 -5.34004 -1.15556 -0.1 -0.3 0.6 -0.668
O 0.92357 -4.62669 -2.34233 0.3 1.0 -0.3 -0.421
C 1.82192 -3.58038 -2.27072 0.6 -2.2 -2.1 -0.297
C 2.75219 -3.50116 -3.29246 -2.0 -0.7 1.6 -0.282
C 3.72172 -2.48256 -3.32617 1.2 1.7 0.9 -0.628
C 3.73229 -1.48756 -2.40828 0.0 -0.7 -1.2 -1.018
C 2.62484 -1.33890 -1.44684 -1.5 1.1 0.0 2.711
C 3.00883 -0.76666 -0.12795 0.4 0.4 1.0 -1.769
N 2.10330 -0.30544 0.64904 -0.4 -0.1 -0.4 1.554
N 2.29428 0.19424 1.85492 2.0 0.4 0.5 -1.697
C 1.22346 0.13200 2.63692 -0.9 -0.7 -0.9 0.240
O 0.15160 -0.44926 2.31192 0.3 0.3 0.7 -0.822
C 1.32321 0.79240 3.95600 0.0 0.3 0.4 0.621
C 2.41805 1.58691 4.28483 -0.1 -0.1 0.0 -0.259
C 2.45337 2.24697 5.49863 0.0 0.1 0.1 -0.628
C 1.40495 2.11380 6.39703 0.0 0.1 0.0 -0.317
C 0.32326 1.30885 6.08095 0.0 0.1 0.2 -0.718
C 0.27693 0.65460 4.86540 0.1 -0.1 -0.2 -0.323
C 1.76607 -2.60449 -1.24618 -1.6 1.1 3.0 0.575
O 0.99913 -2.66164 -0.23378 1.6 -0.2 -2.7 -0.818
H -0.22922 -5.95049 -1.36604 0.1 0.0 0.0 0.268
H 1.49637 -5.99094 -0.90319 -0.1 0.0 0.0 0.261
H 0.44524 -4.67190 -0.31784 -0.1 -0.2 -0.2 0.202
H 2.72998 -4.25663 -4.06121 -0.1 -0.2 0.0 0.528
H 4.48620 -2.52146 -4.08617 0.0 0.1 -0.1 0.399
H 4.46462 -0.69913 -2.43538 0.1 0.1 -0.1 0.436
H 4.05041 -0.81724 0.17995 0.1 0.0 0.0 0.394
H 3.21829 1.67792 3.56956 0.1 0.0 -0.1 0.458
H 3.29601 2.87279 5.75105 0.1 0.1 0.0 0.378
H 1.42916 2.64651 7.33747 0.0 0.0 0.1 0.376
H -0.48608 1.19782 6.78924 -0.1 0.0 0.0 0.399
H -0.56498 0.03488 4.59454 -0.1 0.0 -0.1 0.400
O -0.13867 -1.72709 -6.27334 0.1 0.4 2.1 -0.617
C -0.06131 -1.44062 -5.07985 1.2 -0.1 -3.0 0.432
C 1.16390 -0.82699 -4.39282 -0.2 0.3 -0.6 -0.035
O 2.15709 -0.48667 -5.00226 0.4 0.0 0.0 -0.690
C 0.81454 -0.70372 -3.00905 0.3 -0.7 -0.2 0.241
C -0.47901 -1.16405 -2.75759 -0.8 0.6 0.5 1.268
O -1.10975 -1.15131 -1.66961 -0.1 -0.2 -0.4 -0.783
C -1.09685 -1.58728 -4.06360 -2.9 -0.9 0.8 0.100
O -2.24861 -1.97799 -4.24751 1.8 0.6 0.4 -0.650
O 1.63465 -0.27280 -2.01543 1.3 -0.9 -0.2 -0.495
C -4.06313 0.58645 3.48683 -0.1 0.0 0.1 -0.380
C -3.39315 1.79615 3.55432 -0.1 0.1 0.2 -0.659
C -2.44629 2.11844 2.59679 0.1 0.0 -0.2 -0.546
C -2.14572 1.24050 1.56116 0.4 0.1 -0.5 0.291
C -2.81858 0.01864 1.51616 -0.1 -0.1 -0.3 0.136
C -3.77561 -0.30204 2.46214 -0.1 -0.1 0.0 -0.802
Si -0.76433 1.57654 0.26215 -0.6 -0.6 0.4 0.813
C -1.54827 2.44621 -1.25487 0.4 -0.4 0.5 0.257
C -1.33140 3.79772 -1.50740 0.1 -0.1 0.1 -0.479
C -1.91049 4.42061 -2.59985 0.0 0.2 -0.1 -0.477
C -2.71187 3.69902 -3.46863 0.0 0.1 0.0 -0.414
C -2.94288 2.35477 -3.22892 -0.1 0.0 -0.1 -0.758
C -2.36999 1.74015 -2.12950 0.0 -0.2 0.0 -0.273
H -4.80456 0.33535 4.23479 0.0 0.0 0.0 0.377
H -3.60636 2.48624 4.36119 0.0 0.0 0.0 0.397
H -1.92327 3.06251 2.66095 0.1 0.1 0.0 0.350
H -2.57726 -0.69687 0.72708 -0.1 0.1 0.2 0.230
H -4.29460 -1.24983 2.41143 0.0 -0.1 0.0 0.407
H 0.14658 2.60269 0.89230 -0.1 -0.3 -0.2 -0.394
H -0.70103 4.36769 -0.83942 0.1 0.1 0.1 0.353
H -1.73350 5.47233 -2.78062 0.0 0.1 0.0 0.375
H -3.15403 4.18279 -4.32929 0.0 0.0 0.0 0.369
H -3.56274 1.78037 -3.90202 -0.1 -0.1 -0.1 0.416
H -2.55332 0.69005 -1.95390 0.0 -0.1 0.0 0.349
```
Positions in Å, forces in eV/Å.

Gap between HOMO and LUMO ... 5.28 eV
Total energy ... -64272.8586 eV
Spin multiplicity ... 1
LUMO ... 0.52 eV
Total charge ... -1
E_HOMO ... -4.758 eV

***

2.
Entry from the Open Molecules 2025 dataset: a gas-phase ion, C5H11N2O (charge +1) (ωB97M-V with the def2-TZVPD basis set).

Structure (XYZ):
```
19
Properties=species:S:1:pos:R:3:forces:R:3:mulliken_charge:R:1
C -0.82741 1.06504 0.51418 0.3 1.7 0.4 0.578
C -0.45254 -1.43778 -0.13301 -1.1 0.7 -2.1 -0.756
C -0.91975 -0.29380 0.82991 0.5 -1.1 -0.9 0.631
C 0.03681 1.78867 -0.52864 -0.9 0.5 2.3 -1.284
C 1.76522 -0.64807 -0.89595 0.3 -0.3 -0.5 -0.720
N 0.90815 -1.34031 0.02450 2.2 0.9 2.0 -0.311
N -1.50813 -0.80115 1.91666 0.4 2.2 0.2 -0.375
O -1.52925 1.96758 1.18955 1.1 0.4 -1.3 -0.406
H -0.80109 -2.45675 0.11442 -0.1 0.6 0.6 0.491
H -0.84107 -1.26451 -1.14913 0.2 0.2 -0.1 0.367
H 1.04611 1.54039 -0.33117 1.0 -0.6 -0.4 0.279
H 0.05297 2.88454 -0.39786 -0.8 -0.5 0.3 0.358
H -0.34624 1.57607 -1.47598 -0.1 -0.5 -1.8 0.404
H 1.13437 -0.01923 -1.58731 1.3 -1.2 -0.2 0.365
H 2.66738 0.00874 -0.52877 -1.9 -1.4 0.1 0.248
H 2.29301 -1.60534 -1.27218 -0.6 1.5 -0.5 0.298
H -1.99331 1.73580 1.97310 -0.8 -1.0 1.1 0.361
H -1.29722 -0.57110 2.86789 0.0 0.5 0.4 0.230
H -1.69200 -1.72433 1.75639 -0.9 -2.9 0.3 0.242
```
Positions in Å, forces in eV/Å.

Gap between HOMO and LUMO (spin up / spin down) ... 8.78 / 7.19 eV
Total energy ... -10380.2714 eV
Spin multiplicity ... 1
LUMO (spin up / spin down) ... -4.80 / -6.20 eV
Total charge ... +1
E_HOMO (spin up / spin down) ... -13.580 / -13.394 eV

***

3.
Entry from the Open Molecules 2025 dataset: 2 unconnected molecules or ions with the total composition C4H12N2O2 (ωB97M-V with the def2-TZVPD basis set).

Structure (XYZ):
```
20
Properties=species:S:1:pos:R:3:forces:R:3:mulliken_charge:R:1
N 0.75915 -2.01061 -1.26916 -0.5 -0.8 0.4 -0.528
C 0.66824 -2.12393 0.21494 0.0 1.0 -0.8 -0.443
N 0.58839 -0.86140 0.93641 -0.2 0.0 -1.3 -0.433
C -0.55654 -0.06405 0.44537 -0.5 -0.6 0.8 -0.130
C -0.77126 1.07441 1.44539 -0.6 -1.1 -0.2 -0.698
C 0.28178 2.16009 1.25469 -2.3 0.3 0.1 0.049
O 0.81426 2.36992 0.19809 0.6 -0.2 0.1 -0.438
H 1.14046 -1.19221 -1.72101 0.2 0.1 0.5 0.173
H 1.25541 -2.84399 -1.54388 0.1 0.2 -0.7 0.223
H 1.55441 -2.65789 0.54956 -0.2 -0.3 0.5 0.357
H -0.27831 -2.64925 0.39886 0.5 -0.2 0.3 0.275
H 1.42362 -0.32662 0.70756 0.1 -0.1 0.2 0.272
H -0.49374 0.30253 -0.58388 0.4 0.0 0.2 -0.136
H -1.43082 -0.74294 0.40684 0.3 0.3 0.3 0.507
H -1.84249 1.36442 1.39114 0.7 0.9 -0.4 0.341
H -0.78899 0.65687 2.46213 0.7 0.1 -0.1 0.316
H 0.33513 2.85816 2.10631 0.7 0.1 0.0 0.327
O -0.79141 1.42046 -2.79425 0.6 -0.4 -0.7 -0.655
H -1.64946 1.75892 -2.57444 -0.5 0.3 0.4 0.311
H -0.21785 1.50712 -2.03066 -0.1 0.3 0.2 0.311
```
Positions in Å, forces in eV/Å.

Gap between HOMO and LUMO ... 9.68 eV
Total energy ... -11416.6533 eV
Spin multiplicity ... 1
Structure (SMILES) ... NCNCCC=O.O
LUMO ... 0.72 eV
E_HOMO ... -8.958 eV

***

- Which value of total energy does entry 2 give?
  -10380.2714 eV

***

- Among the records above, which one has the lowest total energy?
  C32H23N2O8PdSi

***

- Number 2 is which compound?
  C5H11N2O